{
  "formula": "C8H11N2",
  "method": "wB97M-V/def2-TZVPD",
  "elements": ["N", "N", "C", "C", "C", "C", "C", "C", "C", "C", "H", "H", "H", "H", "H", "H", "H", "H", "H", "H", "H"],
  "positions_angstrom": [[1.39673, -3.73246, 0.32665], [-0.31193, 0.71922, 0.38463], [1.02651, -0.30559, -1.31482], [0.41359, 0.82528, -0.73816], [-0.99592, 3.14194, -0.04239], [-0.90576, 1.97780, 0.95602], [-0.63379, -0.50337, 0.94709], [0.87096, -1.54235, -0.67769], [0.55636, -2.92719, -0.34878], [-0.11443, -1.60480, 0.34774], [0.47799, 1.75196, -1.22646], [2.38836, -3.47874, 0.57236], [-0.18271, 2.53732, 1.66091], [1.22036, -4.67523, 0.22104], [1.66946, -0.16346, -2.08893], [-0.16204, -3.40498, -1.05454], [-1.25079, -0.52461, 1.75742], [-1.89708, 1.75679, 1.36928], [-1.81479, 2.93309, -0.90654], [-1.63808, 3.86412, 0.51802], [-0.11300, 3.35527, -0.66286]],
  "atomic_forces_ev_per_a": [[2.66, 0.89, 1.03], [-0.61, 0.44, 0.16], [-0.61, -0.94, 2.56], [0.16, -2.72, 0.44], [-4.25, -1.30, -2.53], [1.58, 1.76, -0.12], [1.96, 0.23, -2.59], [-2.80, 2.87, 0.70], [-1.36, 1.08, -0.48], [1.89, -1.01, -1.30], [0.18, 0.90, -0.24], [-1.90, -0.23, -0.55], [-1.04, -2.06, -0.12], [-0.14, -2.13, -0.01], [1.55, 0.45, -2.35], [0.63, 0.21, 0.72], [-1.63, 0.32, 2.09], [0.57, 0.00, 0.13], [1.74, -0.11, 1.68], [1.63, 0.43, -0.49], [-0.22, 0.92, 1.28]],
  "de_lowest_kcal_mol": 88.6,
  "orbital_gap_ev": 8.56,
  "multiplicity": 1,
  "lumo_energy_ha": -0.16130,
  "total_energy_ha": -420.558814,
  "charge": 1,
  "smiles": "CC[n+]1ccc2c(c1)[C@@H]2N"
}

=====

{
  "formula": "C2",
  "method": "wB97M-V/def2-TZVPD",
  "elements": ["C", "C"],
  "positions_angstrom": [[0.60653, -0.68603, -0.54317], [-0.60653, 0.68603, 0.54317]],
  "atomic_forces_ev_per_a": [[-3.53, 4.00, 3.16], [3.53, -4.00, -3.16]],
  "de_lowest_kcal_mol": 105.5,
  "orbital_gap_ev": 6.31,
  "multiplicity": 1,
  "lumo_energy_ha": -0.09462,
  "total_energy_ha": -75.709359
}

=====

{
  "formula": "C3H11N2",
  "method": "wB97M-V/def2-TZVPD",
  "elements": ["N", "N", "C", "C", "C", "H", "H", "H", "H", "H", "H", "H", "H", "H", "H", "H"],
  "positions_angstrom": [[-2.38050, -0.07430, 0.98992], [-2.04654, 0.71362, -1.10341], [-2.10810, -0.31335, -0.26762], [1.98347, -0.87353, -0.08729], [2.28172, 0.57166, 0.20511], [2.37012, -1.43866, 0.77814], [2.53508, -1.31851, -0.95261], [-1.72479, 0.53746, -2.03584], [-2.01213, 1.67130, -0.77288], [-1.97482, -1.36245, -0.50934], [1.89334, 1.26109, -0.55244], [1.82129, 0.87640, 1.19738], [-2.51199, -0.87104, 1.60590], [-2.41339, 0.79709, 1.51001], [3.36308, 0.67240, 0.39663], [0.92415, -0.84918, -0.40164]],
  "atomic_forces_ev_per_a": [[0.20, -1.37, 1.25], [0.90, -1.32, -0.05], [-0.69, 2.16, 0.93], [0.70, 2.10, 0.04], [-0.94, -0.91, -0.03], [0.20, -0.25, -0.12], [-0.25, -0.85, -0.16], [-0.16, 0.14, -0.53], [-0.35, -0.10, -0.06], [-0.18, 0.20, -0.71], [-0.48, -0.17, 0.12], [0.66, 0.68, -0.12], [-0.01, 0.04, -0.14], [-0.20, 0.28, -0.73], [0.39, -0.27, 0.70], [0.21, -0.34, -0.39]],
  "de_lowest_kcal_mol": 50.6,
  "orbital_gap_ev": [12.14, 4.81],
  "multiplicity": 2,
  "lumo_energy_ha": [-0.27581, -0.54520],
  "total_energy_ha": -229.619156,
  "charge": 2,
  "s_squared": 0.752
}

=====

{
  "formula": "C9H16BF2NO10Tl",
  "method": "wB97M-V/def2-TZVPD",
  "elements": ["Tl", "F", "F", "O", "O", "O", "O", "O", "O", "O", "O", "O", "O", "N", "C", "C", "C", "C", "C", "C", "C", "C", "C", "B", "H", "H", "H", "H", "H", "H", "H", "H", "H", "H", "H", "H", "H", "H", "H", "H"],
  "positions_angstrom": [[-3.45250, -0.94473, 1.69727], [1.79044, 1.29956, -2.10895], [2.28940, -2.73935, 1.59217], [2.52105, -5.64310, -1.22714], [3.38356, 1.30928, -0.57606], [-2.19489, 0.47566, 4.02083], [0.84542, -4.78409, 0.14142], [4.60155, 3.01683, 0.36429], [2.35249, 3.10845, 0.25457], [-1.79160, -1.15507, -4.27169], [-0.21341, 0.28257, -4.77894], [-2.27387, 1.97718, 2.39233], [2.65192, -3.40677, -0.53762], [-1.27268, -0.01628, -4.29581], [3.53994, 2.48523, 0.07094], [1.38141, 2.13466, -0.00470], [0.48371, -3.48590, 0.39589], [1.80706, -2.65753, 0.36587], [-2.17200, 1.68996, 3.63845], [2.03630, 1.02970, -0.77646], [2.06347, -4.74200, -0.60859], [-2.07061, 1.17070, -3.71277], [-1.95157, 2.98099, 4.52931], [-1.26577, -0.75152, -0.14781], [-2.45827, 0.70847, -2.80494], [-0.58176, -0.52786, -0.95177], [-1.36929, 0.09921, 0.50777], [-1.02461, 3.46546, 4.22251], [-1.42446, 1.98291, -3.37975], [-2.00568, 2.89653, 5.61468], [1.04810, 1.87308, 0.99958], [1.70361, 0.02903, -0.50063], [-0.21367, -3.48520, 1.23360], [-0.11638, -3.06823, -0.41253], [-2.79724, 3.60712, 4.24486], [-1.04769, -1.62410, 0.44825], [1.63812, -1.62250, 0.06874], [0.61056, 2.57218, -0.63910], [-2.20790, -0.96457, -0.62868], [-2.84244, 1.42406, -4.43954]],
  "atomic_forces_ev_per_a": [[0.38, 0.27, -0.07], [-0.20, -0.87, 0.08], [1.21, 0.48, 1.47], [-0.74, 1.40, 1.16], [0.51, -1.19, 0.58], [-0.38, 1.34, -1.77], [2.22, -0.23, -1.47], [-2.66, -2.03, -0.77], [1.01, -0.58, -0.42], [0.97, 2.33, 0.20], [0.25, -0.50, -0.07], [-0.08, -1.99, 0.89], [-2.72, -1.25, 1.08], [-1.03, -0.35, -0.14], [3.26, 3.17, 0.48], [-1.76, 0.58, 0.84], [-0.12, 0.55, -0.19], [-0.96, -1.87, -0.85], [1.01, 2.37, 1.48], [0.25, 1.72, -0.58], [0.52, 0.29, -0.43], [0.10, -1.59, 0.79], [-0.69, -1.63, -0.95], [-0.38, -1.01, 0.27], [-0.62, 0.22, -0.16], [2.21, 1.94, -3.38], [1.03, 4.07, 3.49], [-0.01, -0.16, -0.04], [0.18, -0.15, -0.78], [0.14, -0.55, -0.05], [-0.67, -0.59, -0.26], [0.49, 0.16, -0.42], [0.78, 0.28, 0.49], [-0.49, 0.26, -0.94], [-0.03, 0.25, -0.13], [0.21, -3.02, 2.89], [0.42, -0.30, -0.17], [-0.25, -0.06, 0.37], [-3.55, -1.82, -2.72], [0.18, 0.06, 0.21]],
  "orbital_gap_ev": 2.19,
  "multiplicity": 1,
  "lumo_energy_ha": -0.41223,
  "total_energy_ha": -1556.022764,
  "charge": 1
}